Record 1
C2H6O3Si | the ωB97M-V functional and the def2-TZVPD basis

```
12
Properties=species:S:1:pos:R:3:forces:R:3:lowdin_charge:R:1
O 0.58675 1.76340 -0.56778 -0.2 -1.1 0.0 -0.071
H -0.01734 2.40045 -0.20222 -0.5 0.2 0.4 0.073
H 2.41470 -1.80561 -0.02453 -0.9 0.5 0.7 0.140
H -1.49396 -1.68897 -0.70246 0.4 -0.5 -0.6 -0.101
C 1.52834 -0.11681 0.23259 1.7 -1.7 -1.1 -0.460
H 2.78082 1.23434 -0.47356 -0.7 0.7 -0.3 0.101
H -1.57628 -0.87840 1.44456 0.0 0.4 -0.4 -0.070
C 0.36425 0.42291 -0.05432 -1.3 2.1 -0.7 -0.364
O 2.75941 0.45442 0.06806 -0.1 -1.3 0.9 0.096
O 1.63402 -1.46227 0.48046 0.8 0.2 -0.1 0.036
H -2.54436 0.31802 -0.47360 0.7 0.3 0.2 -0.079
Si -1.34424 -0.44558 0.01840 0.1 0.2 0.9 0.697
```
Positions in Å, forces in eV/Å.

Computed properties:
Kohn-Sham gap: 0.339 Eh
SMILES string: OC(O)=C(O)[SiH3]
Highest occupied orbital energy: -8.65 eV
Net charge: 0
Relative energy (zero: lowest compared OMol25 entry of this formula, charge and spin): 228.1 kJ/mol
E_LUMO: 0.021 Eh


Record 2
C2H6O4 | the ωB97M-V functional and the def2-TZVPD basis

```
12
Properties=species:S:1:pos:R:3:forces:R:3:lowdin_charge:R:1
O -1.98957 -1.13693 -0.16468 -0.2 -0.4 -0.1 0.103
O -1.21927 0.32227 1.35850 0.2 0.6 0.4 0.129
H -1.11641 -0.45340 1.92908 -0.2 0.0 -0.5 0.142
C -1.59963 -0.04709 0.14046 -0.5 -0.5 0.0 -0.721
H -1.89930 0.73661 -1.55020 0.0 -0.2 0.3 0.139
O -1.57058 1.00077 -0.67901 0.2 0.7 -0.1 0.139
H 1.31683 1.04714 0.53771 0.1 0.0 0.0 0.082
H 1.82369 0.65127 -1.11510 0.0 0.0 0.0 0.083
H 1.09024 -1.53205 -0.57389 -0.1 0.0 0.0 0.099
O 0.76964 -0.79097 -0.05325 0.2 -0.4 0.0 -0.128
C 1.70823 0.25769 -0.10116 0.2 0.3 0.0 -0.143
H 2.68611 -0.05532 0.27154 0.0 0.0 0.0 0.079
```
Positions in Å, forces in eV/Å.

Computed properties:
Kohn-Sham gap: 0.413 Eh
SMILES string: O=C(O)O.CO
Highest occupied orbital energy: -10.57 eV
Net charge: 0
Relative energy (zero: lowest compared OMol25 entry of this formula, charge and spin): 0.0 kJ/mol
E_LUMO: 0.024 Eh


Record 3
C2H6OS | the ωB97M-V functional and the def2-TZVPD basis

```
10
Properties=species:S:1:pos:R:3:forces:R:3:lowdin_charge:R:1
C -2.65927 0.36242 0.97795 -2.5 -0.5 1.4 -0.071
S 4.57126 -1.35244 -2.25905 -0.4 -0.5 0.7 0.477
C -1.28454 0.59693 1.28611 7.0 0.4 -0.2 -0.298
H 4.12939 -1.33589 -3.51253 0.2 0.2 -0.3 -0.235
O -0.14766 0.61587 0.67642 -5.4 -0.2 0.9 -0.019
H -1.13330 0.72704 2.32377 0.2 0.3 1.8 0.086
H 5.58902 -0.51997 -2.39956 0.2 0.3 -0.4 -0.242
H -2.74716 -0.74004 0.88457 -0.4 0.6 -0.6 0.109
H -2.92522 0.97372 0.16405 -0.7 0.0 -1.6 0.065
H -3.39252 0.67236 1.85827 1.9 -0.6 -1.6 0.130
```
Positions in Å, forces in eV/Å.

Computed properties:
Kohn-Sham gap: 0.385 Eh
SMILES string: CC=O.S
Highest occupied orbital energy: -9.60 eV
Net charge: 0
Relative energy (zero: lowest compared OMol25 entry of this formula, charge and spin): 106.4 kJ/mol
E_LUMO: 0.033 Eh


Record 4
C2H6OS | the ωB97M-V functional and the def2-TZVPD basis

```
10
Properties=species:S:1:pos:R:3:forces:R:3:lowdin_charge:R:1
C -0.21262 -0.03498 0.37495 3.0 -0.4 1.2 -0.861
H 0.47718 -0.29860 -1.59254 1.0 0.3 0.5 0.088
O -0.63011 -1.30367 0.25667 -0.6 -1.3 -0.2 -0.093
S -1.46924 1.17176 0.75400 1.6 0.7 0.0 0.798
H 1.09504 -0.10690 1.96145 -1.7 0.3 -1.8 0.096
H -2.43931 0.33654 0.70751 -1.4 -1.2 0.0 -0.164
H -0.04806 -1.90207 -0.29178 -0.6 1.4 0.9 0.142
H 1.86922 0.42565 -0.40446 -1.3 -1.1 -0.5 0.082
H 0.56956 1.38948 -1.04879 0.1 -1.2 0.3 0.072
C 0.78834 0.32277 -0.71701 -0.1 2.6 -0.4 -0.160
```
Positions in Å, forces in eV/Å.

Computed properties:
Kohn-Sham gap (spin up / spin down): 0.311 / 0.292 Eh
Highest occupied orbital energy (spin up / spin down): -8.22 / -7.76 eV
Net charge: 0
Relative energy (zero: lowest compared OMol25 entry of this formula, charge and spin): 346.3 kJ/mol
E_LUMO (spin up / spin down): 0.009 / 0.006 Eh


Record 5
C2H6OS | the ωB97M-V functional and the def2-TZVPD basis

```
10
Properties=species:S:1:pos:R:3:forces:R:3:lowdin_charge:R:1
H -1.73679 -2.57965 -0.51719 0.0 -0.1 0.0 0.061
H -1.35921 0.45279 -0.23430 0.1 -0.2 -0.2 0.099
H 2.87016 0.60546 -1.06669 0.0 -0.1 0.1 -0.222
H -1.18514 -0.33031 1.87676 -0.1 0.1 0.0 0.093
C -1.55708 -1.57238 -0.86571 -0.1 -0.4 -0.3 0.008
H -1.41306 -1.41834 -1.92745 0.0 0.2 0.2 0.053
H 1.82402 2.18186 -1.11359 -0.1 0.1 0.1 -0.225
O -1.82307 -0.80871 1.33692 0.2 -0.2 0.1 -0.027
C -1.53556 -0.59413 0.01176 0.0 0.6 0.2 -0.306
S 2.10003 1.25768 -0.18523 0.1 0.0 -0.2 0.466
```
Positions in Å, forces in eV/Å.

Computed properties:
Kohn-Sham gap: 0.366 Eh
SMILES string: C=CO.S
Highest occupied orbital energy: -9.25 eV
Net charge: 0
Relative energy (zero: lowest compared OMol25 entry of this formula, charge and spin): 56.6 kJ/mol
E_LUMO: 0.026 Eh


Record 6
C2H6OS2 | the ωB97M-V functional and the def2-TZVPD basis

```
11
Properties=species:S:1:pos:R:3:forces:R:3:mulliken_spin:R:1
H 3.12651 -0.16094 -1.55684 -0.4 -2.9 -0.9 0.010
C 2.91670 -1.35097 -1.94817 1.4 1.3 2.9 0.127
H -1.61991 0.92501 2.88331 -1.1 -0.1 -0.5 0.023
H -1.59685 1.94318 1.58498 0.6 0.5 -1.1 0.008
S -1.22200 0.18633 -0.99951 -1.8 0.8 -2.1 0.438
H 2.27621 -1.31310 -2.85553 0.3 -0.8 0.3 0.011
H -0.03186 0.02251 -0.64401 2.7 -0.3 0.5 -0.021
S -1.88118 -0.39693 0.95784 -0.7 -1.5 0.8 0.332
C -2.12935 1.06867 1.88617 0.4 0.8 2.0 -0.014
O 3.33403 -2.32155 -1.26200 -1.4 2.5 -2.3 0.080
H -3.17231 1.39778 1.95376 0.1 -0.3 0.4 0.007
```
Positions in Å, forces in eV/Å.

Computed properties:
Kohn-Sham gap (spin up / spin down): 0.121 / 0.304 Eh
Highest occupied orbital energy (spin up / spin down): 0.12 / -4.62 eV
Net charge: -1
Relative energy (zero: lowest compared OMol25 entry of this formula, charge and spin): 130.9 kJ/mol
Spin multiplicity: 2
E_LUMO (spin up / spin down): 0.126 / 0.135 Eh
Expectation value of S²: 0.753


Record 7
C2H6OS2 | the ωB97M-V functional and the def2-TZVPD basis

```
11
Properties=species:S:1:pos:R:3:forces:R:3:lowdin_charge:R:1
H -0.91293 0.72334 -1.37628 -0.2 -0.3 -0.1 -0.200
H -4.88491 -0.68687 0.58326 -0.2 0.1 0.3 0.026
C 5.83662 -0.78936 -0.40990 0.3 0.9 2.2 -0.149
H -4.76278 1.11726 1.05047 -0.6 -0.3 0.2 0.021
C -4.28206 0.20039 0.73265 1.4 0.7 -0.8 -0.442
H 4.86337 -0.29539 -0.58978 -0.1 -0.5 -0.6 0.079
S -1.58949 1.00691 -0.25668 0.8 0.5 0.6 0.277
O 5.94833 -1.83058 0.17728 -0.4 -0.4 -0.7 -0.007
S -3.49514 0.62341 -0.88807 -0.9 -0.3 -0.4 0.319
H 6.71166 -0.11468 -0.41544 0.1 0.0 -0.8 0.077
H -3.43267 0.04558 1.39248 -0.2 -0.5 0.3 -0.001
```
Positions in Å, forces in eV/Å.

Computed properties:
Kohn-Sham gap: 0.317 Eh
SMILES string: C=O.CSS
Highest occupied orbital energy: -8.21 eV
Net charge: 0
Relative energy (zero: lowest compared OMol25 entry of this formula, charge and spin): 99.0 kJ/mol
E_LUMO: 0.016 Eh


Record 8
C2H6OS2 | the ωB97M-V functional and the def2-TZVPD basis

```
11
Properties=species:S:1:pos:R:3:forces:R:3:lowdin_charge:R:1
H 1.23066 0.21799 -0.77230 0.7 -0.7 -0.5 -0.263
H -0.00493 -0.70684 1.19001 -0.4 0.5 0.5 0.103
H -1.85909 -2.27692 1.34135 0.2 0.4 0.2 0.098
H -0.78498 0.97360 -0.33561 0.6 0.0 -0.1 0.032
H -1.28575 -0.25443 -1.57051 -1.2 -0.4 0.4 0.075
C -1.06508 -0.05559 -0.52738 1.1 0.5 -0.4 -0.016
S 2.56195 0.50139 -0.74965 -1.0 0.6 0.6 0.256
C -0.75415 -0.91698 0.43440 -1.1 -0.5 0.6 -0.273
H 1.31232 2.72084 -0.21773 0.0 0.3 -0.1 -0.212
O -1.32493 -2.16371 0.55291 0.6 -0.5 -1.2 -0.026
S 1.97398 1.96065 0.65450 0.6 -0.2 0.0 0.225
```
Positions in Å, forces in eV/Å.

Computed properties:
Kohn-Sham gap: 0.346 Eh
SMILES string: C=CO.SS
Highest occupied orbital energy: -9.17 eV
Net charge: 0
Relative energy (zero: lowest compared OMol25 entry of this formula, charge and spin): 130.3 kJ/mol
E_LUMO: 0.009 Eh


Record 9
C2H6OS2 | the ωB97M-V functional and the def2-TZVPD basis

```
11
Properties=species:S:1:pos:R:3:forces:R:3:lowdin_charge:R:1
H -1.19467 -2.84657 0.91681 0.0 0.0 -0.3 0.102
S 2.31786 0.85864 -0.88869 0.3 0.2 0.0 0.263
S 1.73581 2.25468 0.56487 0.0 0.0 0.2 0.232
C -1.34993 0.01995 -0.23253 -0.5 -0.4 -1.1 0.010
C -0.86028 -1.09537 0.26664 0.8 0.0 0.9 -0.318
H -2.20567 -0.03178 -0.89989 -0.1 0.1 0.2 0.071
H 0.05226 -1.09636 0.86155 0.0 0.2 0.1 0.104
O -1.38710 -2.33965 0.11819 -0.4 -0.1 0.0 -0.001
H -0.82546 0.95389 -0.18189 0.2 0.2 0.3 0.012
H 1.33181 0.02571 -0.55622 -0.2 -0.1 -0.1 -0.265
H 2.38537 3.29688 0.03117 0.0 -0.1 -0.2 -0.209
```
Positions in Å, forces in eV/Å.

Computed properties:
Kohn-Sham gap: 0.326 Eh
SMILES string: C=CO.SS
Highest occupied orbital energy: -8.61 eV
Net charge: 0
Relative energy (zero: lowest compared OMol25 entry of this formula, charge and spin): 77.2 kJ/mol
E_LUMO: 0.010 Eh


Record 10
C2H6OS2 | the ωB97M-V functional and the def2-TZVPD basis

```
11
Properties=species:S:1:pos:R:3:forces:R:3:lowdin_charge:R:1
S 0.30088 -5.13176 -0.70952 -0.5 0.6 0.5 0.206
H 1.46411 -4.78035 -0.11791 -0.4 -0.2 0.2 -0.211
O 0.22515 7.60907 -1.08726 1.0 -1.3 1.2 0.013
C 0.92455 6.94660 -0.31728 -3.1 1.9 -1.5 -0.290
H 1.19797 6.01445 1.45480 1.0 -1.1 0.7 0.045
H -0.35204 6.57422 1.49476 -0.1 0.1 -1.2 0.092
C 0.37121 6.09890 0.79534 -0.5 -0.2 0.2 -0.062
S -1.13012 -4.59945 0.81732 1.2 0.3 -0.1 0.197
H -0.03775 5.11670 0.42671 0.6 1.0 0.4 0.103
H 1.98092 7.06396 -0.43990 1.2 -0.4 0.2 0.098
H -0.56121 -3.43512 1.28662 -0.3 -0.7 -0.6 -0.192
```
Positions in Å, forces in eV/Å.

Computed properties:
Kohn-Sham gap: 0.329 Eh
SMILES string: CC=O.SS
Highest occupied orbital energy: -8.99 eV
Net charge: 0
Relative energy (zero: lowest compared OMol25 entry of this formula, charge and spin): 70.1 kJ/mol
E_LUMO: -0.001 Eh